48
Properties=species:S:1:pos:R:3:forces:R:3 method="wB97M-V/def2-TZVPD" multiplicity=3 charge=+2 molar_mass_g_mol=521.433 homo_lumo_gap_ev="6.9 / 4.3" s_squared=2.034 lumo_ha="-0.2312 / -0.3233" homo_ha="-0.483 / -0.480"
Yb -0.285 -0.102 0.322 1.30 1.27 -1.40
P 1.144 2.532 0.540 1.77 0.00 -0.75
P -1.383 -2.054 2.253 0.20 -1.00 0.79
N 0.545 0.235 -1.802 -0.97 -0.09 0.73
N -0.365 -2.096 -0.840 -1.21 -0.52 0.57
H 0.894 -0.781 -3.627 -0.41 0.22 0.35
H -0.909 -2.590 -2.860 0.17 0.01 0.53
H -0.813 -0.373 -3.360 0.36 0.02 0.30
C 0.116 -0.689 -2.840 -0.45 0.56 -0.94
H 0.812 -2.677 -2.486 -0.23 -0.06 0.38
C -0.107 -2.104 -2.276 0.51 0.11 -0.60
H 1.021 1.877 -3.065 0.61 -0.81 0.17
H -0.961 -4.103 -0.924 0.16 0.54 0.25
C 1.084 1.427 -2.052 1.13 -0.14 0.25
C -0.847 -3.201 -0.290 0.06 -0.79 -0.52
C 1.863 2.095 -1.055 -0.19 0.16 -1.13
C -1.218 -3.379 1.055 0.21 -0.46 -0.99
H 2.806 2.602 -1.414 -1.60 0.09 0.33
H -1.440 -4.413 1.337 -0.06 0.44 0.02
H -0.553 -2.655 3.263 -0.35 0.54 -0.27
H -2.633 -2.492 2.798 0.35 0.49 -0.13
H 2.379 2.441 1.277 -0.91 0.21 0.19
H 1.117 3.955 0.366 -0.38 -0.47 0.53
H 1.793 -2.091 -0.231 0.65 -0.09 0.24
C 2.618 -1.529 0.254 -0.17 0.16 -0.12
C 2.882 -2.035 1.651 0.38 -0.24 -0.35
C 3.812 -1.496 -0.683 0.29 -0.13 -0.03
O 2.098 -0.186 0.463 -0.67 0.39 -1.21
H 3.367 -3.008 1.617 -0.03 -0.06 0.13
H 3.525 -1.329 2.179 -0.03 -0.10 0.00
H 1.941 -2.130 2.185 -0.16 -0.05 0.29
H 3.509 -1.250 -1.715 0.06 -0.06 0.37
H 4.581 -0.767 -0.370 -0.40 -0.32 0.03
H 4.273 -2.496 -0.690 -0.09 0.35 -0.11
H 2.228 0.374 -0.408 0.09 -0.22 1.49
C -2.491 3.833 -0.468 0.03 0.29 -0.26
N -2.843 2.943 0.633 -0.12 -0.89 -0.10
C -3.358 3.333 1.855 0.13 -0.83 0.24
C -3.585 2.199 2.579 0.23 0.29 -0.49
N -3.221 1.128 1.768 0.23 0.17 -0.57
C -2.801 1.578 0.534 -0.98 1.50 1.51
S -2.562 0.742 -0.915 0.71 -0.84 0.19
H -1.414 3.750 -0.690 -0.44 0.06 0.12
H -3.058 3.552 -1.369 0.18 0.19 0.39
H -2.737 4.859 -0.159 0.13 -0.40 -0.23
H -3.512 4.375 2.095 0.04 -0.16 0.06
H -3.965 2.058 3.577 0.03 0.04 -0.05
H -3.347 0.139 1.988 -0.17 0.66 -0.20

18
Properties=species:S:1:pos:R:3:forces:R:3 method="wB97M-V/def2-TZVPD" molar_mass_g_mol=114.152 homo_lumo_gap_ev=7.5 lumo_ha=0.0246 homo_ha=-0.251
C 0.818 1.806 0.233 -0.24 -0.06 -0.11
N -1.099 -0.087 0.236 0.10 0.19 0.00
C -0.363 -1.069 1.118 0.06 0.30 -0.18
C 0.786 0.356 -0.204 0.43 -0.03 -0.33
N -1.802 -0.587 -0.896 0.15 -0.18 0.19
N 1.162 0.171 -1.502 -0.17 0.18 0.44
C 0.935 -0.766 0.710 -0.25 -0.22 0.06
N -0.915 -1.879 1.946 -0.06 0.05 -0.02
H -1.717 0.538 0.752 0.00 -0.12 -0.02
H -1.965 -1.582 -0.748 -0.01 0.09 -0.04
H -1.169 -0.498 -1.692 -0.01 -0.09 0.06
H 1.490 -0.744 -1.771 -0.11 -0.02 0.05
H 1.387 0.945 -2.109 -0.05 0.00 0.08
H -1.929 -1.814 1.950 0.06 0.01 -0.12
H 1.854 -1.286 0.929 0.04 0.00 -0.07
H 0.352 2.472 -0.499 0.01 -0.03 0.01
H 1.861 2.106 0.357 -0.02 -0.06 0.02
H 0.313 1.919 1.190 0.07 -0.01 -0.02

76
Properties=species:S:1:pos:R:3:forces:R:3 method="wB97M-V/def2-TZVPD" charge=+3 molar_mass_g_mol=672.081 homo_lumo_gap_ev="4.8 / 4.8" lumo_ha="-0.4587 / -0.4587" homo_ha="-0.634 / -0.634"
Ru 1.133 0.943 -1.242 -0.66 0.53 -0.55
Cl -0.003 7.693 0.236 -0.01 -0.01 -0.01
C -0.105 6.106 -0.281 0.06 -0.17 -0.02
C 1.012 5.245 -0.057 0.00 0.16 0.06
C 0.914 3.968 -0.484 0.21 -0.11 0.11
Cl 2.249 2.850 -0.303 -0.24 0.00 0.05
C -0.241 3.451 -1.145 -0.18 -0.04 -0.22
O -0.313 2.234 -1.543 0.99 -0.58 0.47
C -1.345 4.358 -1.357 -0.02 -0.18 -0.22
Cl -2.727 3.758 -2.125 0.04 0.04 0.02
C -1.266 5.654 -0.927 -0.02 0.14 0.08
H 1.897 5.632 0.431 -0.02 -0.02 -0.02
H -2.093 6.335 -1.080 0.01 -0.02 0.00
C 3.807 -0.670 -3.850 0.02 -0.09 -0.05
S 3.356 -1.241 -2.225 0.04 -0.06 0.02
C 4.968 -1.499 -1.514 -0.04 -0.03 0.03
O 2.902 0.073 -1.472 -0.08 0.29 -0.13
H 4.251 -1.525 -4.366 0.01 0.03 0.01
H 4.519 0.151 -3.780 -0.02 0.01 0.03
H 2.900 -0.379 -4.376 -0.01 0.02 0.01
H 5.408 -2.368 -2.008 -0.02 0.01 -0.01
H 4.823 -1.710 -0.456 0.01 -0.01 0.01
H 5.577 -0.610 -1.664 -0.02 0.00 0.00
O 0.468 0.356 0.445 -0.18 -0.19 0.20
P -0.749 -0.680 0.631 0.35 0.22 -0.10
C -1.592 -0.604 -0.972 -0.07 0.11 -0.01
C -2.890 -1.436 -1.076 -0.05 0.01 0.02
C -2.680 -2.824 -1.671 -0.03 -0.01 -0.03
C -2.017 -2.718 -3.039 0.03 0.00 0.01
C -0.626 -2.092 -2.899 -0.03 -0.06 -0.04
C -0.738 -0.718 -2.245 0.04 0.19 0.19
C -0.164 -2.332 1.058 -0.16 -0.11 0.01
C 0.249 -2.564 2.522 0.02 0.03 -0.01
C 1.578 -1.902 2.885 0.00 -0.03 -0.02
C 2.633 -2.069 1.770 -0.02 0.02 0.02
C 2.239 -3.184 0.811 0.02 -0.05 -0.03
C 0.939 -2.833 0.086 0.00 -0.04 0.06
C -1.855 -0.012 1.894 -0.26 -0.17 0.16
C -2.791 1.114 1.406 -0.09 0.08 0.00
C -2.119 2.478 1.548 -0.04 0.03 0.03
C -1.909 2.826 3.035 0.02 -0.09 -0.04
C -1.807 1.560 3.893 -0.02 0.06 -0.01
C -1.066 0.448 3.158 0.04 0.00 -0.02
H -1.883 0.451 -0.928 -0.07 -0.03 -0.02
H -3.574 -0.883 -1.726 -0.01 -0.02 0.01
H -3.384 -1.490 -0.103 0.03 -0.01 -0.01
H -3.646 -3.322 -1.755 0.00 0.01 0.00
H -2.070 -3.451 -1.012 0.00 0.01 -0.02
H -2.639 -2.123 -3.714 0.01 0.01 0.02
H -1.912 -3.701 -3.497 0.01 0.01 0.01
H -0.144 -1.987 -3.872 -0.02 0.01 0.00
H -0.012 -2.756 -2.295 0.04 0.00 -0.02
H -1.110 0.013 -2.962 0.04 -0.01 -0.08
H 0.382 -0.457 -2.070 0.09 -0.09 -0.09
H -1.084 -2.912 0.886 0.02 0.03 0.01
H 0.335 -3.646 2.628 0.00 -0.01 0.02
H -0.543 -2.276 3.211 -0.02 0.02 -0.01
H 1.935 -2.347 3.813 0.02 -0.01 0.00
H 1.430 -0.843 3.096 0.00 0.04 0.02
H 3.610 -2.267 2.209 0.01 0.01 -0.01
H 2.724 -1.132 1.205 0.00 0.01 0.00
H 2.133 -4.128 1.347 -0.02 0.00 0.01
H 3.015 -3.369 0.064 0.02 0.01 0.00
H 0.567 -3.697 -0.464 0.01 -0.02 0.00
H 1.170 -2.065 -0.658 0.02 0.03 -0.02
H -2.483 -0.880 2.148 0.10 0.03 0.07
H -3.674 1.092 2.048 0.00 0.00 0.00
H -3.179 0.942 0.401 0.05 0.01 0.05
H -2.733 3.239 1.061 0.03 0.02 -0.01
H -1.151 2.457 1.035 -0.05 -0.03 0.04
H -2.731 3.445 3.395 -0.01 0.01 0.00
H -0.998 3.417 3.149 0.00 0.03 0.00
H -2.798 1.208 4.186 -0.02 0.00 -0.02
H -1.285 1.780 4.823 0.01 -0.01 0.01
H -0.914 -0.390 3.833 0.04 -0.03 -0.03
H -0.077 0.815 2.870 0.01 0.03 0.01

8
Properties=species:S:1:pos:R:3:forces:R:3 method="wB97M-V/def2-TZVPD" molar_mass_g_mol=69.063 homo_lumo_gap_ev="7.2 / 9.5" lumo_ha="-0.0660 / -0.0038" homo_ha="-0.331 / -0.352"
C 0.761 0.187 -0.104 -2.75 0.70 -0.32
C 2.156 0.241 -0.097 2.68 0.93 1.73
C -1.983 -0.037 0.073 1.39 -2.92 -2.66
N 1.383 -0.904 -0.212 0.33 -1.40 -0.41
O 3.221 0.675 0.196 -0.66 -0.34 -0.97
H -1.877 -0.158 -1.079 -0.47 0.18 2.38
H -1.888 0.890 0.487 -0.13 2.40 0.89
H -1.772 -0.895 0.735 -0.38 0.45 -0.65

21
Properties=species:S:1:pos:R:3:forces:R:3 method="wB97M-V/def2-TZVPD" molar_mass_g_mol=162.624 homo_lumo_gap_ev=8.9 lumo_ha=0.0355 homo_ha=-0.291
C 2.036 -0.082 0.164 -0.52 -0.60 0.77
C 2.142 1.389 -0.032 0.97 -0.33 1.43
C 0.848 1.990 0.395 0.40 2.44 -0.82
C -1.734 -1.667 0.994 0.57 -0.15 1.37
C -1.552 -1.075 -1.325 -1.88 -0.63 1.01
N 1.001 -0.781 0.378 -1.50 1.27 -0.84
N -0.081 1.209 -0.330 -1.46 -0.07 -0.79
N -0.239 0.064 0.419 1.76 -3.08 2.26
N -1.410 -0.599 0.095 0.79 -0.07 -2.47
Cl 3.514 -0.927 -0.052 0.73 -0.46 0.14
H 2.869 1.911 0.577 0.93 -0.66 0.24
H 2.520 1.354 -1.030 -0.36 1.35 -1.21
H 0.785 1.953 1.524 -0.28 -0.03 -1.12
H 0.774 3.053 0.029 0.08 -0.89 0.53
H -1.428 -2.634 0.534 -0.40 0.35 0.55
H -1.082 -1.527 1.954 -1.77 -0.25 -1.49
H -2.851 -1.562 1.085 1.11 -0.78 0.66
H -2.621 -1.435 -1.364 1.03 0.17 -0.03
H -1.535 -0.260 -1.993 0.34 1.08 -0.72
H -0.930 -1.887 -1.732 0.30 0.16 0.73
H -1.026 1.515 -0.292 -0.85 1.15 -0.17

55
Properties=species:S:1:pos:R:3:forces:R:3 method="wB97M-V/def2-TZVPD" multiplicity=4 charge=+1 molar_mass_g_mol=563.480 homo_lumo_gap_ev="5.7 / 5.7" s_squared=3.753 lumo_ha="-0.1730 / -0.1728" homo_ha="-0.381 / -0.382"
C -1.462 3.370 -2.129 0.23 -0.93 0.40
C -1.266 2.062 -1.689 -0.18 0.57 0.23
C 0.053 1.528 -1.712 0.66 -0.88 0.34
C 1.154 2.305 -2.191 -0.53 0.14 -0.05
C 0.905 3.649 -2.597 -0.37 0.26 0.01
C -0.383 4.158 -2.575 0.89 0.05 -0.05
C 2.405 1.679 -2.259 -0.39 0.03 -1.16
C 2.487 0.279 -2.271 -0.10 -0.18 0.00
C 1.353 -0.458 -1.805 -0.51 1.05 1.28
C 1.406 -1.874 -1.667 0.45 -0.29 0.31
C 2.617 -2.513 -1.921 -0.98 0.29 0.14
C 3.745 -1.799 -2.357 0.49 0.89 -0.34
C 3.684 -0.430 -2.558 0.31 -0.56 0.10
H -2.468 3.787 -2.110 0.21 -0.10 -0.12
H 1.748 4.244 -2.958 -0.35 -0.12 0.11
H -0.580 5.181 -2.899 0.15 -0.31 0.05
H 3.297 2.277 -2.476 -0.28 -0.22 0.10
H 2.682 -3.594 -1.779 0.00 0.28 -0.13
H 4.674 -2.335 -2.543 -0.22 0.16 0.01
H 4.550 0.138 -2.916 -0.30 -0.34 0.15
N 0.310 0.255 -1.219 -0.73 -0.45 -2.88
Er 0.300 0.073 1.081 1.33 1.94 0.85
C -2.421 1.231 -1.177 0.15 -0.06 0.12
H -2.397 0.213 -1.598 -0.03 0.32 0.01
H -3.378 1.705 -1.428 0.19 -0.13 -0.05
C 0.200 -2.651 -1.173 -0.03 0.09 0.19
H -0.728 -2.265 -1.623 0.28 -0.15 0.03
H 0.309 -3.718 -1.413 -0.08 0.26 -0.09
P -2.358 1.037 0.676 -0.98 0.76 -0.88
P -0.032 -2.557 0.681 0.29 -1.68 -1.04
C 1.304 -3.653 1.266 0.07 0.12 0.30
H 1.248 -3.695 2.363 0.12 -0.09 -0.27
H 1.187 -4.663 0.849 0.01 0.28 0.11
H 2.282 -3.242 0.985 -0.21 -0.07 0.09
C -1.519 -3.575 0.936 -0.27 0.17 0.22
H -1.360 -4.599 0.568 -0.04 0.34 0.09
H -1.735 -3.599 2.013 -0.02 -0.09 -0.29
H -2.375 -3.119 0.420 0.19 -0.18 0.14
C -2.753 2.745 1.210 0.20 -0.08 0.34
H -3.770 3.031 0.905 0.29 -0.12 0.05
H -2.676 2.770 2.306 -0.08 0.16 -0.26
H -2.028 3.454 0.792 -0.13 -0.14 0.12
C -3.962 0.207 0.965 0.12 -0.31 0.29
H -4.089 0.080 2.049 -0.09 -0.03 -0.28
H -4.794 0.805 0.566 0.32 -0.17 0.09
H -3.957 -0.785 0.492 -0.08 0.23 0.15
C 2.594 0.838 0.376 -2.62 2.75 -1.30
O 2.512 -0.071 1.189 2.15 -2.15 0.98
H 3.440 1.233 -0.274 0.58 -1.31 1.97
B 0.035 0.098 5.947 0.06 -0.14 1.17
C -0.048 0.245 4.441 -0.04 0.08 -1.31
N -0.107 0.342 3.273 -0.02 -0.03 0.55
H 1.058 -0.508 6.214 -0.14 0.10 -0.20
H -0.942 -0.528 6.317 0.08 0.09 -0.18
H 0.051 1.211 6.435 -0.02 -0.10 -0.18